1.
A structure of composition C53H48FN2O3P2Ti in a non-equilibrium geometry. Source: the Open Molecules 2025 dataset; level of theory: ωB97M-V/def2-TZVPD.

Each line ends with the Mulliken charge.
Cartesian coordinates (Å):
Ti1 0.3376 0.4747 0.1428  -1.968
C1 -1.5962 -3.7471 -0.1444  -1.551
C2 -1.4797 -2.3761 0.4456  0.989
C3 -2.0950 -1.2767 -0.1707  -0.301
C4 -2.1416 -0.0303 0.4471  -0.837
C5 -1.5240 0.1542 1.6917  -0.508
C6 -0.8606 -0.9201 2.2909  -0.252
C7 -0.8399 -2.1657 1.6712  -0.519
H1 -1.6563 -3.7188 -1.2325  0.300
H2 -2.5168 -4.2089 0.2277  0.468
H3 -0.7675 -4.3889 0.1511  0.349
H4 -2.6161 -1.4175 -1.1073  0.740
H5 -2.7197 0.7644 0.0016  0.422
H6 -1.6428 1.0855 2.2243  0.526
H7 -0.4021 -0.7941 3.2613  0.442
H8 -0.3755 -3.0034 2.1781  0.529
C8 1.7073 0.4853 -3.2296  -2.294
N1 2.9904 -0.1354 -3.0530  0.992
C9 3.4005 -0.7472 -1.8184  -2.131
P1 2.8276 0.1431 -0.3237  2.575
C10 3.6453 1.7520 -0.4632  0.816
C11 5.0057 1.8407 -0.1655  -0.604
C12 5.6745 3.0419 -0.3400  -0.983
C13 4.9988 4.1583 -0.8187  -0.808
C14 3.6488 4.0732 -1.1315  -1.012
C15 2.9745 2.8740 -0.9500  -0.321
C16 3.5463 -0.7712 1.0482  1.164
C17 3.6598 -2.1628 0.9591  -0.777
C18 4.1950 -2.8819 2.0168  -0.767
C19 4.6008 -2.2234 3.1696  -0.798
C20 4.4665 -0.8432 3.2712  -0.926
C21 3.9358 -0.1149 2.2182  -0.494
C22 3.9486 -0.0030 -4.1009  0.770
C23 4.9534 -0.9536 -4.2478  -0.339
C24 5.8850 -0.8310 -5.2705  -0.841
C25 5.8155 0.2236 -6.1676  -0.580
C26 4.8111 1.1653 -6.0243  -0.824
C27 3.8841 1.0623 -4.9919  -0.343
P2 0.3110 -0.3156 -2.3088  2.237
C28 -1.1231 0.2539 -3.2507  1.407
C29 -1.1873 1.5927 -3.6448  -1.210
C30 -2.2816 2.0551 -4.3608  -0.469
C31 -3.3234 1.1909 -4.6734  -0.863
C32 -3.2690 -0.1387 -4.2759  -1.000
C33 -2.1746 -0.6086 -3.5619  -0.707
C34 0.5252 -2.0815 -2.6341  0.631
C35 0.8624 -2.9583 -1.6017  -0.956
C36 1.1148 -4.2959 -1.8653  -0.470
C37 1.0064 -4.7691 -3.1667  -0.901
C38 0.6631 -3.9046 -4.2003  -0.957
C39 0.4270 -2.5620 -3.9398  -0.681
H9 1.4237 0.4143 -4.2791  1.418
H10 1.6969 1.5533 -2.9759  0.650
H11 4.4867 -0.7197 -1.7381  1.037
H12 3.0980 -1.7861 -1.7340  0.670
H13 5.5486 0.9734 0.1925  0.617
H14 6.7299 3.1050 -0.1050  0.505
H15 5.5325 5.0898 -0.9639  0.489
H16 3.1272 4.9339 -1.5371  0.598
H17 1.9345 2.8093 -1.2329  -0.045
H18 3.3608 -2.6909 0.0632  0.325
H19 4.3036 -3.9561 1.9379  0.519
H20 5.0283 -2.7868 3.9898  0.444
H21 4.7771 -0.3300 4.1732  0.497
H22 3.8414 0.9594 2.3116  0.440
H23 5.0024 -1.8132 -3.5859  0.422
H24 6.6615 -1.5794 -5.3751  0.424
H25 6.5352 0.3071 -6.9724  0.426
H26 4.7504 2.0002 -6.7114  0.412
H27 3.1287 1.8344 -4.8803  0.356
H28 -0.3722 2.2707 -3.4224  0.466
H29 -2.3203 3.0888 -4.6830  0.520
H30 -4.1732 1.5522 -5.2392  0.452
H31 -4.0745 -0.8160 -4.5326  0.509
H32 -2.1255 -1.6567 -3.2872  0.548
H33 0.9358 -2.5958 -0.5853  0.486
H34 1.3925 -4.9723 -1.0637  0.550
H35 1.1872 -5.8170 -3.3767  0.490
H36 0.5836 -4.2752 -5.2149  0.504
H37 0.1842 -1.8908 -4.7570  0.505
C40 0.9611 7.0707 3.5080  -1.806
C41 0.6298 7.1716 2.0272  0.514
C42 -0.5299 8.1121 1.7642  -0.951
C43 -0.8007 8.2266 0.2742  -1.093
C44 -1.0415 6.8645 -0.3206  0.927
C45 -1.8208 6.7076 -1.4368  -0.812
C46 -2.0699 5.4369 -1.9663  -0.434
F1 -2.8443 5.3435 -3.0385  -0.330
C47 -1.5525 4.3072 -1.4138  -0.644
C48 -0.7319 4.4381 -0.2802  0.908
C49 -0.1282 3.2980 0.3030  0.372
O1 -0.2795 2.0993 -0.3173  0.375
C50 0.6336 3.4488 1.4350  0.290
C51 0.8179 4.7291 1.9606  -0.485
N2 0.3089 5.8104 1.4208  0.175
C52 -0.4852 5.7126 0.2762  -0.608
C53 1.3289 2.3455 2.1592  0.118
O2 1.9721 2.5164 3.1422  -0.596
O3 1.1455 1.1233 1.5869  0.165
H38 0.9938 8.0824 3.9098  0.439
H39 1.9366 6.6238 3.7052  0.521
H40 0.1899 6.5209 4.0542  0.403
H41 1.5038 7.5292 1.4802  0.169
H42 -0.2729 9.0849 2.1784  0.390
H43 -1.4208 7.7544 2.2918  0.340
H44 0.0552 8.6907 -0.2243  0.359
H45 -1.6595 8.8658 0.0815  0.510
H46 -2.2701 7.5706 -1.9167  0.570
H47 -1.7768 3.3364 -1.8301  0.828
H48 1.4204 4.8336 2.8513  0.792

Atoms 1-6, force components in eV/Å:
Ti -1.27 -1.31 -0.26
C -0.19 -0.03 0.08
C -0.06 -0.05 0.01
C 0.07 -0.02 -0.03
C -0.14 -0.17 0.17
C -0.31 -0.20 0.04

Computed properties:
E_tot in hartree: -4014.9776
LUMO energy in eV: -9.456
Spin multiplicity: 1
Frontier orbital gap in eV: 4.8
Total charge: +3


2.
A structure of composition C53H48NOP2SY. Source: the Open Molecules 2025 dataset; level of theory: ωB97M-V/def2-TZVPD.

Each line ends with the Mulliken charge.
Cartesian coordinates (Å):
Y1 -0.8831 -0.7806 0.1676  -1.779
O1 2.4078 -2.0084 0.5607  -0.738
S1 2.1105 -0.6750 -0.0316  2.585
C1 2.9976 -0.5863 -1.5778  -0.465
C2 4.3506 -0.9131 -1.6126  -0.066
C3 5.0080 -0.9854 -2.8238  -0.988
C4 4.3064 -0.7542 -4.0017  -0.799
C5 2.9501 -0.4839 -3.9647  -0.247
C6 2.2612 -0.4058 -2.7509  -0.947
P1 0.4343 -0.1735 -2.7251  1.966
C7 -0.0239 -0.9944 -4.2942  -0.012
C8 0.2569 -2.3558 -4.4248  -0.127
C9 -0.1123 -3.0410 -5.5703  -0.812
C10 -0.7785 -2.3791 -6.5944  -0.562
C11 -1.0659 -1.0287 -6.4680  -0.699
C12 -0.6877 -0.3357 -5.3245  -0.412
C13 0.2478 1.6054 -3.0888  0.591
C14 -1.0406 2.1310 -2.9772  -0.517
C15 -1.2680 3.4852 -3.1568  -0.597
C16 -0.2039 4.3345 -3.4261  -0.647
C17 1.0795 3.8207 -3.5405  -0.715
C18 1.3057 2.4600 -3.3798  -0.733
C19 2.8952 0.5719 0.9984  -0.061
C20 4.0083 1.3173 0.6406  -0.595
C21 4.5529 2.2092 1.5520  -1.054
C22 3.9885 2.3409 2.8113  -0.852
C23 2.8593 1.6108 3.1509  -0.383
C24 2.2788 0.7281 2.2473  -0.369
P2 0.7111 -0.1825 2.5895  3.038
C25 1.2217 -1.4406 3.8152  0.230
C26 1.6572 -1.1162 5.1004  -0.212
C27 2.0592 -2.1175 5.9685  -0.744
C28 2.0272 -3.4477 5.5595  -0.670
C29 1.5778 -3.7733 4.2899  -0.547
C30 1.1684 -2.7709 3.4187  0.428
C31 -0.2661 0.9778 3.6123  0.088
C32 -0.2704 2.3590 3.4357  -0.333
C33 -1.1873 3.1493 4.1147  -0.731
C34 -2.1132 2.5724 4.9718  -0.840
C35 -2.1183 1.1953 5.1550  -0.572
C36 -1.2015 0.4021 4.4800  -0.782
H1 4.8674 -1.1356 -0.6867  0.643
H2 6.0605 -1.2353 -2.8566  0.434
H3 4.8153 -0.8121 -4.9555  0.464
H4 2.4045 -0.3505 -4.8906  0.535
H5 0.7684 -2.8793 -3.6254  0.335
H6 0.1145 -4.0960 -5.6606  0.438
H7 -1.0732 -2.9168 -7.4863  0.383
H8 -1.5835 -0.5074 -7.2634  0.432
H9 -0.9051 0.7217 -5.2413  0.352
H10 -1.8689 1.4815 -2.7166  0.443
H11 -2.2709 3.8792 -3.0511  0.385
H12 -0.3740 5.3978 -3.5367  0.410
H13 1.9116 4.4817 -3.7491  0.392
H14 2.3138 2.0748 -3.4646  0.372
H15 4.4408 1.2209 -0.3443  0.553
H16 5.4174 2.7986 1.2765  0.444
H17 4.4179 3.0298 3.5277  0.429
H18 2.4064 1.7576 4.1219  0.314
H19 1.6577 -0.0855 5.4354  0.281
H20 2.3908 -1.8647 6.9681  0.412
H21 2.3411 -4.2282 6.2419  0.386
H22 1.5359 -4.8082 3.9727  0.472
H23 0.7658 -2.9975 2.4367  -0.770
H24 0.4159 2.8209 2.7395  0.428
H25 -1.1879 4.2194 3.9504  0.462
H26 -2.8307 3.1932 5.4935  0.389
H27 -2.8364 0.7362 5.8226  0.447
H28 -1.2109 -0.6731 4.6195  0.476
N1 -2.7969 0.0345 1.5087  -0.136
C37 -3.7447 0.7373 0.7075  0.887
C38 -4.9570 0.1402 0.3937  -0.561
C39 -5.8917 0.8127 -0.3789  -0.723
C40 -5.6102 2.0918 -0.8301  -0.896
C41 -4.3837 2.6702 -0.5344  -1.129
C42 -3.4130 2.0066 0.2199  -0.525
C43 -2.0560 2.6183 0.3694  1.042
C44 -1.9733 3.9914 0.6251  -0.093
C45 -0.7486 4.6463 0.6102  -1.416
C46 0.3992 3.9294 0.2951  -0.585
C47 0.2979 2.5655 0.0389  -0.103
C48 -0.9057 1.8386 0.1073  1.818
H29 -3.1749 -0.8306 1.8790  0.333
H30 -2.4404 0.6190 2.2583  -0.034
H31 -5.1652 -0.8562 0.7669  0.441
H32 -6.8335 0.3374 -0.6205  0.396
H33 -6.3328 2.6315 -1.4287  0.408
H34 -4.1476 3.6516 -0.9280  0.391
H35 -2.8735 4.5571 0.8474  0.549
H36 -0.6953 5.7080 0.8224  0.354
H37 1.3610 4.4308 0.2472  0.404
H38 1.2170 2.0502 -0.2265  -0.475
C49 -2.3216 -4.8000 -0.3246  -2.167
C50 -1.0727 -4.0001 0.0818  2.519
C51 -0.1282 -4.9440 0.8455  -1.982
C52 -0.3614 -3.5802 -1.2066  -2.258
C53 -1.4620 -2.7575 0.8828  0.092
H39 -2.0627 -5.6834 -0.9244  0.437
H40 -2.9989 -4.1656 -0.9001  0.306
H41 -2.8572 -5.1376 0.5663  0.492
H42 0.0642 -5.8638 0.2780  0.494
H43 -0.5669 -5.2225 1.8074  0.404
H44 0.8332 -4.4565 1.0257  0.342
H45 -0.0685 -4.4416 -1.8179  0.685
H46 0.5623 -3.0292 -0.9749  0.347
H47 -1.0299 -2.9630 -1.8250  0.401
H48 -2.0662 -3.0810 1.7520  0.477

Atoms 1-6, force components in eV/Å:
Y 0.38 0.44 -0.40
O 0.25 0.25 0.02
S 0.03 -0.36 0.02
C -0.13 -0.05 -0.13
C -0.01 -0.02 0.18
C 0.04 0.00 -0.03

Computed properties:
E_tot in hartree: -3297.5631
LUMO energy in eV: -0.067
Spin multiplicity: 1
Frontier orbital gap in eV: 4.8


What is the E_tot in the second record?
-3297.5631 hartree


Which formula does entry 2 have?
C53H48NOP2SY